One molecule with the formula C22H45N3, computed with ωB97M-V/def2-TZVPD.

Results
Kohn-Sham gap = 0.3253 Eh
Highest occupied orbital energy = -8.08 eV
Relative energy (zero: lowest compared OMol25 entry of this formula, charge and spin) = 0.2367 eV
Total energy = -1029.526679 Eh
Lowest unoccupied orbital energy = 0.77 eV

```
! RIJCOSX wB97M-V def2-TZVPD def2/J DEFGRID3
* xyz 0 1
C 5.839 -1.891 0.067
H 5.924 -1.670 1.129
C 5.477 -0.632 -0.711
C 4.212 0.055 -0.194
C 2.950 -0.770 -0.435
H 3.023 -1.699 0.131
H 2.869 -1.013 -1.496
C 1.652 -0.058 -0.011
N 1.803 0.458 1.339
H 2.113 1.423 1.320
C 0.700 0.295 2.259
C -0.526 1.185 1.999
C -1.632 1.020 3.032
C -2.865 1.911 2.821
C -3.611 1.378 4.041
H -4.595 1.804 4.231
C -3.636 -0.127 3.755
H -3.753 -0.709 4.668
H -4.463 -0.376 3.089
C -2.276 -0.376 3.071
H -1.664 -1.087 3.623
H -2.411 -0.762 2.059
C -2.599 1.640 5.161
H -2.761 0.982 6.013
H -2.676 2.670 5.513
C -1.242 1.387 4.474
H -0.684 0.586 4.957
H -0.622 2.284 4.484
H -3.378 1.711 1.882
H -2.635 2.973 2.889
H -0.935 0.951 1.014
H -0.204 2.232 1.988
H 0.402 -0.756 2.232
H 1.089 0.509 3.259
C 1.262 1.019 -1.048
N 0.941 0.404 -2.324
H 1.269 0.973 -3.096
C -0.459 0.064 -2.548
C -1.284 1.320 -2.942
N -2.684 1.370 -2.572
H -3.188 0.591 -2.978
C -2.950 1.438 -1.152
H -2.425 2.299 -0.737
H -2.650 0.542 -0.588
H -4.020 1.586 -1.010
H -1.227 1.458 -4.026
H -0.816 2.195 -2.476
H -0.847 -0.342 -1.608
C -0.501 -1.052 -3.615
C -1.923 -1.419 -4.033
H -2.406 -0.602 -4.563
H -1.904 -2.276 -4.701
H -2.520 -1.685 -3.162
C 0.238 -2.288 -3.085
C 0.690 -3.240 -4.185
H 1.237 -4.076 -3.755
H -0.155 -3.641 -4.740
H 1.346 -2.727 -4.885
H -0.411 -2.820 -2.386
H 1.114 -1.945 -2.535
H 0.037 -0.680 -4.494
H 0.428 1.618 -0.651
H 2.110 1.695 -1.185
H 0.856 -0.810 0.000
H 4.311 0.242 0.876
H 4.118 1.019 -0.697
H 6.308 0.074 -0.641
H 5.345 -0.882 -1.766
H 6.791 -2.288 -0.278
H 5.084 -2.662 -0.065
*
```